Density functional theory data (ωB97M-V/def2-TZVPD) for a cluster of 2 separate species, C2H5NOS in total at a distorted geometry.

```
10
Properties=species:S:1:pos:R:3:forces:R:3
C 0.496807 -0.892862 -0.516310 0.1 -0.7 -2.5
C -1.741810 0.831871 0.719498 -2.6 0.3 -2.9
N 1.209562 -0.426734 0.404408 0.2 -1.1 0.7
O -3.329428 -1.030131 0.098911 -0.8 -1.4 -0.1
S -2.897878 0.283273 -0.326377 2.5 1.6 1.9
H -0.340389 -1.556034 -0.295339 -0.5 0.7 0.5
H 0.612972 -0.850623 -1.690504 0.6 0.1 2.1
H -1.427151 0.439543 1.597789 0.5 -2.4 2.4
H -1.310566 1.774914 0.707025 0.4 2.0 -1.2
H 2.165981 -0.177490 0.187544 -0.2 1.0 -0.7
```
Forces are in eV/Å.

Results
LUMO energy: -0.21 eV
energy relative to the best compared isomer or geometry (same formula, charge and spin): 86.5 kcal/mol
HOMO-LUMO gap: 9.356 eV

Results of the natural (NBO) charge analysis, in e, for atoms 1 through 8: number 1, C, carries -0.017; number 2, C, carries -0.697; number 3, N, carries -0.634; number 4, O, carries -0.914; number 5, S, carries 1.169; number 6, H, carries 0.163; number 7, H, carries 0.135; number 8, H, carries 0.225


Density functional theory data (ωB97M-V/def2-TZVPD) for a cluster of 2 separate species, C3H7NO in total.

```
12
Properties=species:S:1:pos:R:3:forces:R:3
O 1.896643 -0.293133 -0.021680 -0.3 0.1 -0.5
C 1.218267 -0.151257 -1.010428 0.2 -0.1 0.3
C -0.241973 0.165201 -0.974751 0.1 -0.1 -0.2
C -1.073037 -0.410609 0.121422 -0.1 -0.2 0.1
N -0.683040 0.981275 0.159983 -0.1 0.2 0.0
H 1.171261 -0.155916 2.288563 0.0 0.0 0.1
H 1.001318 -0.317972 2.996178 0.0 0.0 0.0
H 1.656610 -0.277743 -2.022205 0.0 0.0 0.1
H -0.716151 0.313080 -1.943952 0.1 0.0 0.2
H -0.578895 -1.038330 0.858931 0.0 0.1 -0.1
H -2.101616 -0.674950 -0.117127 0.2 0.1 0.0
H -1.450376 1.581940 -0.129573 0.1 -0.1 0.0
```
Forces are in eV/Å.

Results
LUMO energy: 0.91 eV
energy relative to the best compared isomer or geometry (same formula, charge and spin): 73.1 kcal/mol
HOMO-LUMO gap: 10.764 eV

Results of the natural (NBO) charge analysis, in e, for atoms 1 through 8: number 1, O, carries -0.508; number 2, C, carries 0.429; number 3, C, carries -0.224; number 4, C, carries -0.228; number 5, N, carries -0.546; number 6, H, carries 0.026; number 7, H, carries -0.032; number 8, H, carries 0.110


Density functional theory data (ωB97M-V/def2-TZVPD) for a structure of composition C19H33CdCl2N2O4 at a distorted geometry.

```
61
Properties=species:S:1:pos:R:3:forces:R:3
O -1.279893 1.171867 -0.286829 1.5 0.3 0.1
C -2.556103 0.836955 -0.554764 -0.6 -0.7 0.0
C -3.518505 1.157681 0.616785 -0.1 -0.4 -0.6
C -3.088703 1.342680 1.932956 0.0 0.1 -0.2
H -2.023232 1.258017 2.174531 -0.4 0.1 -0.2
C -4.028859 1.603449 2.936490 -0.1 -0.1 -0.4
H -3.680381 1.753417 3.960154 -0.2 -0.1 -0.2
C -5.392300 1.645024 2.622587 0.1 0.0 0.0
H -6.121335 1.830039 3.409431 0.1 0.0 -0.1
C -5.824174 1.438104 1.305942 0.3 0.0 0.1
H -6.884950 1.450181 1.051848 0.2 0.0 0.2
C -4.881045 1.202991 0.309315 0.0 0.1 0.4
H -5.188549 1.029105 -0.724668 0.0 0.1 0.3
H -2.983812 1.387377 -1.432572 0.2 0.2 0.2
C -1.877598 -0.961215 -2.286676 0.0 0.0 -0.1
C -2.583644 -0.640987 -0.997965 -0.6 -0.2 1.4
H -2.254301 -1.904772 -2.710391 0.1 0.4 -0.1
H -0.792829 -1.092237 -2.124848 -0.4 0.0 0.0
H -2.003228 -0.132602 -2.998519 -0.1 -0.2 0.0
C -3.028067 -1.575746 -0.135417 0.4 0.8 -0.6
C -2.993975 -3.036082 -0.369985 -0.2 -0.6 0.0
H -3.384798 -1.262540 0.850686 -0.1 0.0 -0.4
H -4.016373 -3.428116 -0.397942 0.0 -0.1 0.0
H -2.456993 -3.520517 0.451091 -0.1 -0.1 -0.2
H -2.493189 -3.307261 -1.303683 -0.1 0.0 0.3
Cd 0.197616 -0.310923 0.496311 -0.8 0.7 -0.1
Cl 0.069677 -0.097204 3.032942 0.1 -0.3 0.0
Cl 0.096515 -2.804130 -0.008767 0.2 0.0 -0.2
C 2.616675 -1.858478 1.249393 -0.9 0.8 0.2
O 2.566741 -0.772134 0.652349 0.3 -1.0 0.2
N 3.708648 -2.598272 1.424571 0.9 -0.1 0.0
C 4.961556 -2.269462 0.762214 -0.2 -0.2 0.3
C 3.713682 -3.677117 2.397616 -0.3 0.0 -0.3
H 1.716612 -2.318500 1.694464 0.4 0.4 0.1
H 4.796269 -1.416042 0.103308 0.0 -0.1 0.1
H 5.297031 -3.134340 0.174379 0.0 0.2 0.1
H 5.721306 -2.026571 1.517651 0.0 0.0 -0.2
H 2.734123 -3.698720 2.885838 0.2 0.0 0.0
H 4.490582 -3.504434 3.154500 -0.1 -0.1 -0.1
H 3.875687 -4.643620 1.905729 0.1 0.1 0.1
H 2.945201 0.578311 -4.466715 -0.2 -0.1 0.0
H 2.208530 3.120806 -4.576931 -0.1 -0.1 0.1
C 1.859121 0.416589 -4.378773 -0.1 0.2 0.1
C 1.202035 2.794474 -4.275502 -0.2 0.0 0.0
N 1.234590 1.499422 -3.629976 0.3 0.0 -0.1
H 1.675448 -0.528818 -3.865454 0.0 0.2 -0.1
C 0.987843 1.384349 -2.306576 0.3 -1.4 1.1
O 1.269384 0.357492 -1.651690 -0.3 1.7 -1.3
H 0.786559 3.524490 -3.575643 0.1 -0.1 -0.2
H 0.505867 2.273105 -1.854316 0.1 -0.4 0.0
H 1.421635 0.401868 -5.385780 0.1 -0.1 0.2
H 0.571434 2.759852 -5.171919 0.1 0.0 0.1
C 3.077467 1.648660 2.570856 -0.2 -0.3 0.1
C 1.934996 2.492348 2.035305 -0.4 0.3 0.0
O 1.496090 2.145095 0.714430 0.7 -0.4 -0.1
H 2.717781 0.635481 2.789733 0.1 0.3 -0.2
H 3.435539 2.069582 3.515060 0.0 0.1 -0.1
H 3.913655 1.594042 1.865357 0.0 0.0 0.0
H 1.054314 2.327689 2.664249 0.2 0.2 0.0
H 2.199509 3.561611 2.013800 0.0 -0.1 0.2
H 2.277118 1.828685 0.230428 -0.4 0.0 0.1
```
Forces are in eV/Å.

Results
LUMO energy: 2.54 eV
energy relative to the best compared isomer or geometry (same formula, charge and spin): 0.0 kcal/mol
net charge: -1
HOMO-LUMO gap: 7.099 eV

Results of the natural (NBO) charge analysis, in e, for atoms 1 through 8: number 1, O, carries -1.000; number 2, C, carries 0.059; number 3, C, carries 0.081; number 4, C, carries -0.247; number 5, H, carries 0.261; number 6, C, carries -0.217; number 7, H, carries 0.204; number 8, C, carries -0.250